Entry from the Open Molecules 2025 dataset: C53H53As2BrF5MgN5O12P as an isolated structure (ωB97M-V/def2-TZVPD).

As for the calculated total energy: -11314.21507 Eh. The value obtained for the energy above the lowest of the compared OMol25 structures with the same formula, charge and spin is 18.3 kcal/mol. The HOMO energy is -0.34510 Ha. The orbital gap is 5.88 eV. The calculation puts the lowest unoccupied orbital energy at -3.51 eV. As for the charge: +1.

Geometry as XYZ:
```
133
C53H53As2BrF5MgN5O12P (ωB97M-V/def2-TZVPD)
Mg 0.562 1.012 -1.369
F 2.684 -0.031 4.999
C 1.411 0.079 4.545
C 1.196 0.024 3.204
C -0.088 0.181 2.681
C -0.290 0.143 1.229
O 0.688 -0.070 0.487
C -1.638 0.383 0.790
C -2.602 0.597 1.724
N -2.419 0.591 3.063
C -3.536 0.849 3.942
C -4.047 -0.270 4.804
C -4.848 0.208 3.630
C -1.140 0.407 3.569
C -0.905 0.452 4.950
C 0.369 0.288 5.469
N 0.586 0.309 6.862
C -0.269 1.077 7.739
C -0.819 0.156 8.815
N 0.301 -0.777 9.266
C 1.659 -0.188 8.984
C 1.846 -0.095 7.475
C -2.127 0.392 -0.656
O -3.321 0.504 -0.860
O -1.200 0.282 -1.534
H 2.030 -0.111 2.529
H -3.609 0.786 1.374
H -3.551 1.854 4.348
H -4.393 -0.023 5.799
H -3.555 -1.228 4.706
H -5.739 0.791 3.806
H -4.893 -0.444 2.769
H -1.753 0.585 5.601
H -1.107 1.512 7.205
H 0.271 1.920 8.181
H -1.608 -0.486 8.428
H -1.179 0.687 9.693
H 0.217 -1.665 8.769
H 0.204 -0.987 10.260
H 2.411 -0.833 9.433
H 1.678 0.774 9.491
H 2.136 -1.075 7.095
H 2.679 0.585 7.282
F -1.799 4.643 -7.953
C -1.421 4.352 -6.713
C -1.420 5.336 -5.743
F -1.799 6.573 -6.054
C -1.029 5.015 -4.456
F -1.066 6.005 -3.557
C -0.621 3.742 -4.093
P 0.036 3.363 -2.406
C -1.436 3.775 -1.380
C -2.713 3.660 -1.924
C -3.842 3.805 -1.133
C -3.715 4.079 0.220
C -2.448 4.186 0.777
C -1.317 4.020 -0.010
C 1.253 4.713 -2.280
C 1.148 5.793 -1.413
C 2.155 6.746 -1.357
C 3.278 6.631 -2.165
C 3.388 5.556 -3.036
C 2.381 4.604 -3.088
C -0.644 2.767 -5.088
Br -0.186 0.960 -4.760
C -1.038 3.064 -6.382
F -1.065 2.141 -7.342
H -2.842 3.428 -2.974
H -4.821 3.693 -1.578
H -4.598 4.207 0.833
H -2.332 4.401 1.833
H -0.336 4.055 0.441
H 0.267 5.913 -0.797
H 2.056 7.590 -0.686
H 4.059 7.378 -2.120
H 4.255 5.460 -3.677
H 2.472 3.769 -3.776
N 3.188 -0.237 -1.207
C 4.490 -0.186 -1.517
C 4.601 0.499 -2.704
C 3.283 0.830 -3.040
N 2.428 0.377 -2.135
H 2.734 -0.663 -0.414
H 5.234 -0.635 -0.881
H 5.499 0.721 -3.251
H 2.908 1.356 -3.903
C 1.979 2.912 0.698
O 1.119 2.522 -0.298
H 2.788 3.560 0.322
H 2.466 2.054 1.199
H 1.469 3.485 1.497
C 1.364 -2.242 -5.857
O 0.744 -2.481 -4.586
C -0.591 -2.658 -4.570
O -1.308 -2.532 -5.524
C -1.108 -2.933 -3.185
C -1.975 -3.937 -2.968
As -1.425 -5.753 -3.526
C -0.706 -5.581 -5.337
C 0.366 -5.430 -2.602
C 0.952 -4.328 -2.138
As 0.199 -2.466 -1.788
C -0.604 -2.983 -0.079
C 2.413 -4.343 -1.809
O 3.292 -4.711 -2.540
O 2.642 -3.795 -0.593
C 4.029 -3.705 -0.249
C 1.086 -6.745 -2.617
O 0.995 -7.518 -3.538
O 1.712 -7.026 -1.468
C 2.431 -8.268 -1.476
C -2.805 -3.980 -1.724
O -3.068 -4.964 -1.076
O -3.319 -2.766 -1.478
C -4.252 -2.714 -0.396
H 2.065 -1.423 -5.719
H 0.622 -1.990 -6.609
H 1.904 -3.145 -6.138
H -1.467 -5.159 -5.988
H -0.473 -6.603 -5.630
H 0.201 -4.987 -5.381
H -0.985 -4.000 -0.078
H -1.392 -2.281 0.188
H 0.217 -2.900 0.633
H 4.465 -4.698 -0.160
H 4.065 -3.194 0.710
H 4.577 -3.147 -1.007
H 2.835 -8.376 -0.474
H 3.233 -8.228 -2.212
H 1.764 -9.094 -1.715
H -4.638 -1.701 -0.413
H -3.747 -2.928 0.549
H -5.043 -3.449 -0.539
```

=====

Entry from the Open Molecules 2025 dataset: C53H54BrMnN4O2SSbSi as an isolated structure (ωB97M-V/def2-TZVPD).

As for the spin multiplicity: 4. As for the calculated total energy: -7073.95596 Eh. The value obtained for the energy above the lowest of the compared OMol25 structures with the same formula, charge and spin is 0.0 kcal/mol. The HOMO energy (alpha / beta) is -0.46972 / -0.47452 Ha. The orbital gap (alpha / beta) is 6.89 / 5.84 eV. The calculation puts the lowest unoccupied orbital energy (alpha / beta) at -5.89 / -7.07 eV. As for the charge: +2.

Geometry as XYZ:
```
118
C53H54BrMnN4O2SSbSi (ωB97M-V/def2-TZVPD)
Mn 0.029 1.450 -1.473
O -2.841 1.025 1.353
C -2.383 2.222 1.850
C -3.306 3.110 2.372
C -2.871 4.325 2.876
C -1.524 4.655 2.845
C -0.610 3.755 2.322
C -1.021 2.526 1.821
C -0.036 1.481 1.332
O -0.487 0.783 0.206
N 1.283 2.052 1.049
N 1.743 1.849 -0.209
C 2.995 1.952 -0.455
C 3.529 1.823 -1.799
Br 2.256 2.032 -3.185
C 4.811 1.599 -2.103
C 5.864 1.293 -1.127
C 5.629 0.455 -0.037
C 6.645 0.183 0.864
C 7.903 0.739 0.682
C 8.151 1.553 -0.415
C 7.140 1.819 -1.322
H -2.141 0.740 0.740
H -4.351 2.842 2.371
H -3.590 5.019 3.283
H -1.190 5.607 3.228
H 0.438 4.013 2.294
H 0.094 0.732 2.135
H 1.983 2.009 1.782
H 3.711 2.147 0.342
H 5.108 1.645 -3.143
H 4.665 -0.026 0.081
H 6.462 -0.479 1.699
H 8.695 0.524 1.385
H 9.134 1.971 -0.568
H 7.338 2.444 -2.181
C -0.812 -4.140 4.401
C -2.010 -3.246 4.526
C -2.852 -3.418 5.623
C -3.978 -2.640 5.810
C -4.307 -1.654 4.889
C -3.497 -1.462 3.787
C -2.360 -2.257 3.609
Sb -1.400 -1.867 1.790
C -2.653 -2.684 0.331
C -3.561 -1.794 -0.246
C -4.531 -2.258 -1.116
C -4.579 -3.613 -1.419
C -3.689 -4.489 -0.828
C -2.724 -4.053 0.079
C -1.869 -5.069 0.778
C 0.556 -2.531 1.603
C 0.864 -3.318 0.491
C 2.143 -3.824 0.340
C 3.118 -3.500 1.271
C 2.819 -2.683 2.347
C 1.535 -2.180 2.543
C 1.276 -1.327 3.753
H -1.117 -5.184 4.446
H -0.123 -3.972 5.228
H -0.260 -3.996 3.472
H -2.611 -4.187 6.344
H -4.602 -2.803 6.674
H -5.184 -1.043 5.029
H -3.744 -0.688 3.072
H -3.541 -0.744 0.004
H -5.251 -1.576 -1.544
H -5.329 -3.990 -2.098
H -3.757 -5.546 -1.047
H -1.414 -5.754 0.065
H -2.481 -5.661 1.457
H -1.065 -4.626 1.367
H 0.103 -3.564 -0.239
H 2.374 -4.464 -0.496
H 4.119 -3.894 1.163
H 3.588 -2.448 3.069
H 1.632 -1.825 4.653
H 0.222 -1.100 3.918
H 1.811 -0.379 3.682
C -2.078 1.184 -4.908
Si -2.536 2.220 -3.424
C -3.207 3.880 -3.901
C -3.757 1.365 -2.285
N -1.059 2.516 -2.447
C -0.461 3.792 -2.336
C -0.026 4.490 -3.467
C 0.580 5.717 -3.320
C 0.793 6.253 -2.046
C 0.373 5.565 -0.927
C -0.278 4.340 -1.073
H -2.840 0.456 -5.175
H -1.143 0.648 -4.747
H -1.941 1.827 -5.776
H -4.293 3.809 -3.972
H -2.834 4.223 -4.862
H -2.976 4.640 -3.157
H -4.380 0.628 -2.787
H -4.428 2.116 -1.866
H -3.268 0.890 -1.431
H -0.157 4.055 -4.447
H 0.907 6.264 -4.191
H 1.272 7.215 -1.943
H 0.510 5.988 0.057
H -0.689 3.830 -0.208
S -1.143 -2.518 -3.477
C -1.285 -0.991 -2.743
N -0.197 -0.459 -2.267
C 0.891 -1.314 -2.475
C 2.206 -1.094 -2.065
C 3.162 -2.022 -2.403
C 2.825 -3.184 -3.113
C 1.522 -3.439 -3.479
C 0.556 -2.485 -3.153
H -2.237 -0.507 -2.695
H 2.466 -0.224 -1.479
H 4.188 -1.861 -2.105
H 3.596 -3.894 -3.371
H 1.260 -4.338 -4.012
```

=====

Entry from the Open Molecules 2025 dataset: C53H58AsAuGe2NP as an isolated structure at a distorted geometry (ωB97M-V/def2-TZVPD).

As for the spin multiplicity: 3. As for the calculated total energy: -8975.14505 Eh. The value obtained for the energy above the lowest of the compared OMol25 structures with the same formula, charge and spin is 41.4 kcal/mol. The HOMO energy (alpha / beta) is -0.42959 / -0.45344 Ha. The orbital gap (alpha / beta) is 5.77 / 4.62 eV. The calculation puts the lowest unoccupied orbital energy (alpha / beta) at -5.92 / -7.72 eV. As for the charge: +2.

Geometry as XYZ:
```
117
C53H58AsAuGe2NP (ωB97M-V/def2-TZVPD)
Au 0.229 -1.249 -0.199
C -4.061 -1.861 0.424
C -3.316 -3.048 -0.241
Ge -1.402 -3.166 -0.025
C -1.006 -4.987 0.563
C -1.918 -6.136 0.108
C -2.090 -0.504 -2.536
C -1.056 0.584 -2.911
Ge 0.687 0.590 -2.042
C 1.948 -0.387 -3.221
C 1.217 -0.971 -4.401
C 1.197 2.331 -1.361
C 2.649 2.808 -1.285
C -1.316 1.593 -3.871
C -2.657 1.863 -4.337
C -2.903 2.801 -5.301
C -1.867 3.442 -6.004
C -0.544 3.219 -5.526
C -0.328 2.341 -4.520
H -4.937 -2.264 0.812
H -4.366 -1.182 -0.421
H -3.537 -1.215 1.124
H -3.702 -3.222 -1.270
H -3.542 -4.008 0.262
H -1.181 -4.781 1.614
H 0.025 -5.155 0.397
H -2.910 -5.983 0.564
H -1.625 -7.076 0.549
H -1.964 -6.185 -1.006
H -2.406 -0.339 -1.521
H 2.355 -1.183 -2.592
H 2.682 0.307 -3.556
H 0.299 -1.544 -4.185
H 1.910 -1.627 -4.922
H 0.942 -0.221 -5.153
H 0.732 2.381 -0.445
H 0.654 2.948 -2.075
H 3.214 2.123 -0.620
H 2.569 3.915 -0.949
H 3.113 2.720 -2.264
H -3.536 1.362 -3.875
H -3.979 3.027 -5.469
H -2.021 4.101 -6.866
H 0.311 3.578 -6.032
H 0.734 2.218 -4.143
C 3.682 -4.728 -0.136
C 3.375 -5.369 -1.343
C 2.283 -4.981 -2.041
C 1.414 -3.985 -1.509
N 1.782 -3.320 -0.410
C 2.834 -3.725 0.278
C 0.199 -3.546 -2.237
C -0.328 -4.404 -3.214
C -1.355 -3.905 -3.983
C -1.850 -2.622 -3.796
C -1.436 -1.846 -2.746
C -0.466 -2.363 -1.896
H 4.467 -5.076 0.570
H 4.062 -6.123 -1.749
H 2.104 -5.459 -2.980
H 3.130 -3.218 1.188
H 0.153 -5.394 -3.303
H -1.730 -4.503 -4.788
H -2.524 -2.229 -4.552
H -2.978 -0.442 -3.247
C 0.151 1.610 2.116
C -1.260 2.155 1.641
As -1.825 4.060 2.204
C -1.014 5.049 0.735
C -0.098 6.099 0.853
C 0.284 6.795 -0.283
C -0.297 6.443 -1.491
C -1.265 5.450 -1.608
C -1.635 4.782 -0.475
C -0.561 4.095 3.659
C 0.822 4.378 3.510
C 1.625 4.233 4.696
C 1.109 3.667 5.802
C -0.216 3.287 5.927
C -1.070 3.494 4.836
P 0.529 -0.171 1.877
C -0.503 -1.144 3.113
C -1.483 -0.627 4.021
C -2.267 -1.526 4.787
C -1.964 -2.832 4.866
C -0.887 -3.392 4.096
C -0.243 -2.528 3.209
C 2.275 -0.432 2.391
C 2.561 -0.336 3.784
C 3.856 -0.245 4.145
C 4.883 -0.237 3.215
C 4.589 -0.351 1.855
C 3.291 -0.390 1.452
H 0.267 1.698 3.180
H 0.897 2.224 1.671
H -2.134 1.552 2.016
H -1.374 2.087 0.557
H 0.435 6.300 1.811
H 1.046 7.590 -0.165
H -0.087 7.017 -2.390
H -1.809 5.297 -2.538
H -2.472 4.086 -0.518
H 1.344 4.806 2.657
H 2.658 4.491 4.515
H 1.771 3.605 6.651
H -0.550 2.910 6.906
H -2.074 3.214 4.883
H -1.763 0.400 4.106
H -3.058 -1.154 5.385
H -2.710 -3.500 5.390
H -0.683 -4.397 4.226
H 0.529 -3.062 2.592
H 1.756 -0.220 4.468
H 4.082 -0.085 5.213
H 5.949 -0.168 3.536
H 5.433 -0.406 1.151
H 3.046 -0.393 0.383
```

=====

Entry from the Open Molecules 2025 dataset: C53H58AuBr2Ge2N2S5 as an isolated structure (ωB97M-V/def2-TZVPD).

As for the calculated total energy: -13592.48264 Eh. The HOMO energy (alpha / beta) is -0.38355 / -0.38355 Ha. The orbital gap (alpha / beta) is 5.77 / 5.77 eV. The calculation puts the lowest unoccupied orbital energy (alpha / beta) at -4.66 / -4.66 eV. As for the charge: +1.

Geometry as XYZ:
```
123
C53H58AuBr2Ge2N2S5 (ωB97M-V/def2-TZVPD)
Au -1.245 -0.745 1.389
Br 1.975 0.722 0.305
C 1.421 2.539 0.668
Br -0.468 2.705 0.986
H 1.668 3.131 -0.204
H 1.948 2.880 1.550
C -3.071 -1.638 5.649
C -3.990 -1.465 4.471
C -4.842 -2.486 4.069
C -5.670 -2.354 2.962
C -6.556 -3.492 2.535
C -5.645 -1.156 2.233
C -4.860 -0.075 2.677
C -4.943 1.301 2.065
C -4.023 -0.265 3.774
C -6.447 -1.040 0.974
C -7.778 -0.640 1.019
C -8.488 -0.437 -0.152
C -7.873 -0.615 -1.383
C -6.553 -1.036 -1.459
C -5.847 -1.279 -0.274
Ge -3.991 -1.876 -0.351
S -2.564 -0.134 -0.306
S -3.299 -3.371 1.196
Ge -1.837 -3.763 -0.440
S -0.143 -2.309 0.070
S -3.168 -3.047 -2.072
C -1.038 -5.480 -0.905
C 0.224 -5.515 -1.517
C 0.674 -6.704 -2.082
C -0.096 -7.852 -2.031
C -1.340 -7.816 -1.424
C -1.833 -6.636 -0.878
C -3.234 -6.647 -0.356
C -3.505 -6.681 1.013
C -2.422 -6.636 2.057
C -4.829 -6.722 1.441
C -5.885 -6.730 0.545
C -7.310 -6.819 1.020
C -5.594 -6.700 -0.815
C -4.289 -6.683 -1.280
C -4.019 -6.745 -2.760
C 1.160 -4.348 -1.577
C 1.053 -3.364 -2.566
C -0.069 -3.352 -3.569
C 2.025 -2.367 -2.635
C 3.112 -2.342 -1.780
C 4.181 -1.291 -1.906
C 3.224 -3.354 -0.825
C 2.276 -4.354 -0.717
C 2.464 -5.472 0.269
C -5.885 -1.173 -2.785
C -6.063 -2.321 -3.557
C -6.922 -3.466 -3.093
C -5.406 -2.414 -4.781
C -4.572 -1.409 -5.241
C -3.842 -1.537 -6.550
C -4.414 -0.269 -4.456
C -5.069 -0.126 -3.243
C -4.939 1.156 -2.463
H -3.226 -2.601 6.134
H -3.232 -0.856 6.392
H -2.025 -1.576 5.336
H -4.854 -3.417 4.624
H -6.492 -4.315 3.246
H -6.257 -3.876 1.555
H -7.597 -3.180 2.460
H -5.686 1.359 1.273
H -3.992 1.606 1.645
H -5.214 2.031 2.831
H -3.417 0.567 4.121
H -8.244 -0.467 1.981
H -9.519 -0.113 -0.107
H -8.417 -0.423 -2.300
H 1.646 -6.721 -2.560
H 0.266 -8.770 -2.476
H -1.960 -8.704 -1.393
H -1.438 -6.871 1.652
H -2.636 -7.339 2.863
H -2.384 -5.638 2.501
H -5.035 -6.748 2.506
H -7.405 -6.502 2.058
H -7.670 -7.848 0.957
H -7.969 -6.203 0.412
H -6.408 -6.718 -1.533
H -4.946 -6.629 -3.320
H -3.575 -7.700 -3.045
H -3.330 -5.959 -3.073
H -0.763 -4.179 -3.428
H 0.332 -3.422 -4.582
H -0.634 -2.421 -3.499
H 1.929 -1.598 -3.394
H 3.876 -0.494 -2.582
H 5.102 -1.729 -2.296
H 4.418 -0.843 -0.940
H 4.085 -3.368 -0.166
H 3.383 -5.331 0.830
H 2.530 -6.437 -0.236
H 1.618 -5.542 0.966
H -7.105 -3.438 -2.020
H -6.441 -4.415 -3.330
H -7.892 -3.452 -3.594
H -5.536 -3.311 -5.377
H -4.113 -2.457 -7.065
H -2.762 -1.542 -6.393
H -4.071 -0.699 -7.210
H -3.774 0.533 -4.807
H -4.124 1.764 -2.852
H -4.758 0.983 -1.400
H -5.860 1.739 -2.529
C 0.002 -4.071 3.475
N 1.184 -3.240 3.298
C 2.477 -3.702 3.171
C 3.272 -2.632 2.971
N 2.448 -1.532 3.003
C 1.180 -1.898 3.231
S -0.157 -0.850 3.503
H 0.288 -4.986 3.986
H -0.426 -4.300 2.492
H -0.731 -3.524 4.062
H 2.709 -4.747 3.225
H 4.332 -2.558 2.815
H 2.716 -0.570 2.857
```

=====

Question: What is the charge in the third record?
Answer: +2